{
  "formula": "C9H14O",
  "method": "ωB97M-V/def2-TZVPD",
  "smiles": "Cc1ccc(O)cc1.CC",
  "homo_energy_ev": -8.4,
  "total_charge": 0,
  "multiplicity": 1,
  "species": ["O", "C", "C", "C", "C", "C", "C", "C", "C", "C", "H", "H", "H", "H", "H", "H", "H", "H", "H", "H", "H", "H", "H", "H"],
  "xyz": [[-1.694215, -2.630381, -2.625580], [-0.368033, -2.545577, -0.617118], [-1.356415, -2.013505, -1.443402], [-2.113598, -0.928047, -1.055510], [1.261867, 1.975347, -0.624905], [2.262900, 2.742469, 0.265805], [-0.718257, -0.638921, 0.871680], [-0.236401, 0.053226, 2.149764], [-1.762427, -0.193752, 0.074370], [-0.051762, -1.812990, 0.527606], [1.303405, 2.166520, -1.680091], [-0.137365, -0.697342, 2.930119], [0.158628, -3.474032, -0.789793], [0.257801, 2.293878, -0.438648], [1.352986, 0.933057, -0.361581], [0.794388, -2.130487, 1.128831], [0.727111, 0.492090, 1.979620], [-1.021802, 0.742535, 2.418202], [2.687972, 2.063034, 1.002706], [1.758612, 3.551027, 0.794979], [3.091827, 3.179478, -0.288956], [-2.918024, -0.605203, -1.687365], [-1.009830, -3.250202, -2.862961], [-2.269377, 0.727779, 0.332222]],
  "forces_ev_per_angstrom": [[-0.38, 0.45, 0.12], [0.03, 1.08, 0.73], [-0.17, -1.25, -0.15], [0.37, 0.72, 0.08], [0.30, 0.41, 0.70], [-0.26, 0.14, -0.34], [0.78, -0.30, 0.71], [-1.16, -0.92, -1.01], [0.26, -0.45, 0.12], [0.03, -0.18, -0.61], [0.81, -0.20, -0.61], [-0.01, 0.05, 0.16], [-0.05, 0.00, -0.42], [-0.77, -0.01, 0.68], [-0.25, -0.44, -0.56], [-0.18, -0.12, 0.14], [0.37, 0.63, 0.08], [0.22, 0.62, 0.43], [0.03, 0.10, 0.10], [0.13, 0.03, 0.06], [0.01, -0.03, -0.06], [-0.22, 0.08, -0.26], [0.29, -0.32, -0.06], [-0.19, -0.08, -0.04]]
}

---

{
  "formula": "C43H39GeN7O2SY",
  "method": "ωB97M-V/def2-TZVPD",
  "homo_energy_ev": [-15.1, -15.1],
  "total_charge": 3,
  "multiplicity": 1,
  "species": ["Y", "Ge", "S", "O", "O", "N", "N", "N", "N", "N", "N", "N", "C", "C", "C", "C", "C", "C", "C", "C", "C", "C", "C", "C", "C", "C", "C", "C", "C", "C", "C", "C", "C", "C", "C", "C", "C", "C", "C", "C", "C", "C", "C", "C", "C", "C", "C", "C", "C", "C", "C", "C", "C", "C", "C", "H", "H", "H", "H", "H", "H", "H", "H", "H", "H", "H", "H", "H", "H", "H", "H", "H", "H", "H", "H", "H", "H", "H", "H", "H", "H", "H", "H", "H", "H", "H", "H", "H", "H", "H", "H", "H", "H", "H"],
  "xyz": [[-1.854372, -0.065580, -0.924212], [1.831547, 0.134934, 2.199745], [-4.454104, 0.228293, -0.769265], [-2.475046, -4.359465, -1.503063], [-2.681583, 0.647878, 3.380547], [-1.795012, -2.246013, -1.819985], [-2.515204, 1.572150, -2.575908], [-3.804480, 1.980966, -2.835858], [0.045951, 0.808457, -2.165758], [-1.684353, 0.784353, 1.392149], [-5.955755, 1.643443, -2.360872], [-2.334367, -1.728758, 0.802050], [-0.062517, 2.633954, 2.002795], [-1.507753, 2.145391, 1.989170], [0.764600, -3.234840, -2.820645], [0.005000, -0.250522, 6.421873], [6.194678, -0.021292, 0.473771], [-0.437826, -1.022844, 5.358598], [1.439020, 4.399165, 2.665018], [1.356534, -2.746745, -5.514394], [3.867543, -0.730535, 0.474968], [6.008354, 0.693942, 1.653108], [-4.691033, 1.356057, -2.098317], [-1.685371, -2.867268, -3.185517], [0.805242, 2.297335, -3.856439], [5.135731, -0.755324, -0.097491], [4.739219, 0.780166, 2.217633], [-0.245757, -2.822033, -3.687203], [1.729426, 0.713370, 5.085233], [-2.108767, 1.970784, 3.413719], [2.261258, 2.706235, 1.244555], [2.370537, 0.857762, -2.741825], [-3.688309, -3.434471, 2.466376], [-2.333349, 0.102243, 2.272454], [-2.260320, -3.168426, -1.028652], [-0.187377, 1.759953, -3.077247], [2.127287, 1.827803, -3.679337], [2.064991, -3.416860, -3.311936], [1.153047, 0.509110, 6.342745], [-2.621888, -2.951417, 0.401435], [2.343995, -3.142257, -4.641729], [-2.267984, -4.274454, -2.913961], [-3.310110, -3.852722, 1.197850], [3.664644, 0.038408, 1.620108], [1.010118, 2.077297, 1.257782], [0.156136, -0.846916, 4.112646], [2.480575, 3.856976, 1.981295], [-3.452152, -2.125361, 2.850976], [-1.917578, 3.370895, -4.088850], [1.226143, 0.049310, 3.988371], [1.293290, 0.365841, -2.011064], [-2.708236, -1.339542, 1.998502], [0.162317, 3.832492, 2.631634], [0.069177, -2.559696, -5.013325], [-1.602931, 2.223901, -3.212219], [0.818084, 1.373156, 0.458507], [3.472135, 4.281717, 2.041721], [-0.163936, -1.428529, 3.248418], [3.375132, 0.500613, -2.491207], [1.449708, -0.459740, -1.326206], [1.600970, -2.509842, -6.543433], [-3.739580, -1.699813, 3.806769], [1.549901, 1.007708, 7.231313], [6.801324, 1.262493, 2.124987], [3.095668, 2.352804, 0.674969], [-6.170259, 2.378008, -3.012788], [1.584539, 5.303838, 3.241102], [-3.541470, -4.799804, 0.787320], [-2.096431, 2.823793, 1.411294], [-2.973055, 2.593606, 3.627121], [-6.681502, 1.249294, -1.793581], [0.625908, 3.119331, -4.536814], [5.291536, -1.322294, -1.008975], [-1.816390, 4.322910, -3.551712], [7.205484, -0.113833, 0.065248], [3.049819, -1.315980, 0.041444], [-0.718296, -2.258028, -5.733164], [-1.269311, 3.359211, -4.973052], [-2.937873, 3.268173, -4.401013], [-1.229597, -1.763947, 5.499854], [2.592239, 1.355842, 4.956696], [2.946450, 2.313385, -4.192968], [4.578974, 1.359119, 3.149648], [-0.670212, 4.372845, 3.100069], [-3.238911, -4.356659, -3.373090], [0.906432, -0.619890, 1.254168], [-4.268011, -4.106227, 3.069444], [0.532286, -3.424768, -1.792958], [-2.344476, -2.308429, -3.822373], [3.334326, -3.305493, -4.984418], [-1.380576, 1.962640, 4.243235], [-1.611794, -5.088234, -3.214089], [-0.459443, -0.362449, 7.387014], [2.837362, -3.722086, -2.630526]],
  "forces_ev_per_angstrom": [[-0.13, 0.40, -0.17], [0.95, 0.05, 0.15], [0.33, -0.10, -0.13], [-0.07, -0.03, 0.47], [-0.24, -0.43, 0.74], [-0.57, -0.71, 0.68], [-0.17, 0.04, 0.00], [0.59, -0.64, 0.69], [0.21, -0.62, 0.49], [0.33, 0.50, 0.23], [-0.58, 0.02, 0.15], [0.55, 0.22, -0.44], [-0.52, 0.40, -0.59], [0.79, -1.17, 0.39], [0.67, 0.07, -0.89], [0.18, -0.84, 0.71], [-0.09, -0.95, -0.14], [-0.27, -0.06, -0.58], [-0.81, 0.78, 0.70], [-0.33, 0.62, 0.37], [0.34, 0.22, 0.08], [-0.72, 0.53, 0.17], [0.02, 0.29, -0.13], [0.80, 0.33, 0.81], [1.60, -0.07, 0.01], [0.52, 0.44, 0.04], [-0.92, -0.86, -0.11], [-0.25, -0.46, 0.24], [0.47, 0.16, 0.63], [-0.12, 0.15, 0.35], [0.11, 0.77, 0.11], [0.26, -0.60, 0.83], [-0.56, -0.06, -0.45], [0.03, -1.53, -1.26], [0.21, 0.34, 0.11], [-1.27, 0.62, -0.18], [-0.75, 0.97, -0.06], [-1.00, 0.58, 0.50], [0.20, 0.98, -0.53], [-0.10, -0.13, -0.60], [0.01, -0.46, 0.38], [0.33, -0.15, -1.21], [0.56, 0.79, -0.10], [0.37, 0.71, 0.57], [-0.09, -0.12, -0.17], [-0.09, -0.15, 0.53], [0.77, -0.64, -0.01], [0.59, 0.13, 0.63], [0.44, 0.06, -0.48], [-0.76, -0.37, -0.63], [0.30, -0.16, -0.48], [-0.23, 1.53, 0.57], [-0.27, 0.25, 0.52], [-0.84, 0.12, -1.12], [0.53, -0.02, -0.01], [-0.24, 0.03, -0.09], [-0.01, 0.13, -0.14], [-0.04, 0.03, 0.21], [-0.40, 0.11, -0.33], [-0.06, 0.06, 0.19], [-0.16, -0.16, 0.04], [-0.19, -0.28, -0.06], [-0.14, -0.17, -0.37], [0.16, -0.24, -0.16], [0.01, -0.46, -0.42], [-0.07, 0.01, -0.14], [-0.01, 0.08, -0.05], [-0.24, -0.91, -0.06], [-0.40, 0.66, -0.40], [0.35, 0.47, 0.04], [-0.20, 0.03, -0.01], [-0.06, -0.23, 0.03], [0.15, -0.03, 0.14], [0.08, -0.15, -0.14], [-0.46, 0.18, -0.05], [0.32, 0.17, 0.10], [0.42, -0.18, 0.63], [-0.25, 0.25, 0.24], [-0.43, 0.17, -0.23], [0.18, 0.38, -0.04], [0.00, 0.04, 0.23], [-0.05, -0.15, -0.23], [0.10, -0.38, -0.76], [0.39, -0.30, -0.02], [-0.28, -0.31, -0.22], [-0.04, -0.43, -0.01], [-0.07, -0.14, 0.38], [0.00, -0.24, 0.51], [-0.22, 0.22, -0.53], [0.76, -0.03, -0.37], [-0.21, 0.24, -0.46], [-0.07, 0.03, -0.02], [-0.19, -0.05, 0.15], [0.28, -0.20, 0.06]]
}

---

| no. | calculated total energy (a.u.) |
| --- | --- |
| 1 | -426.55616 |
| 2 | -4708.47534 |